A 16-piece molecular cluster, C71H176F15N11O37S5 overall, computed with ωB97M-V/def2-TZVPD.

```
315
Properties=species:S:1:pos:R:3:lowdin_charge:R:1
O 6.327 -4.043 7.821 -0.187
H -0.175 -4.984 -10.107 0.190
H 3.007 1.435 4.752 0.111
C 2.906 7.514 6.945 -0.126
O 1.620 -6.002 0.928 -0.203
H -1.827 4.163 0.894 0.127
N 11.307 -0.699 -1.240 0.044
C -7.518 6.557 -4.584 -0.129
H -3.692 5.425 0.191 0.135
O -0.314 5.056 2.812 -0.198
H 13.415 -0.335 -0.901 0.143
H 13.467 -4.624 0.103 0.100
H 9.320 1.707 0.086 0.137
C -3.072 -9.887 -1.368 -0.085
C -6.650 1.776 -0.096 -0.606
O 1.224 1.855 1.305 -0.303
H 1.493 5.764 2.145 0.080
F -1.103 -0.169 -1.028 0.098
C 4.481 -2.629 8.122 -0.108
H -7.135 2.905 -3.495 0.099
H 2.818 9.560 6.972 0.187
H 3.671 -4.370 0.230 0.148
H 4.242 11.132 5.622 0.145
H -5.339 -0.025 3.641 0.122
N 3.414 8.815 6.585 0.040
H -1.045 -0.752 -7.690 0.085
F 0.410 1.222 -1.524 0.193
C -5.657 -12.427 -1.131 -0.080
C 1.970 12.532 4.650 0.004
C -4.857 -4.787 -3.015 -0.086
O 1.158 -0.486 0.848 -0.316
H -3.303 0.516 4.299 0.141
H 0.208 -7.418 1.030 0.104
H -1.561 -2.702 -10.793 0.130
C -6.384 6.910 3.509 -0.042
H 0.558 6.710 -8.418 0.158
H 0.413 8.318 -7.699 0.123
H 4.920 8.189 -9.407 0.074
H 3.444 7.526 -6.575 0.136
H -0.269 -2.855 -4.023 0.094
C 2.221 -4.986 1.696 -0.214
H 1.939 7.326 6.497 0.144
O 12.462 -2.837 -0.057 -0.212
H 4.395 8.535 4.718 0.141
N -5.402 0.532 4.515 0.069
C -2.147 3.929 1.898 -0.105
C -2.070 -3.411 3.319 -0.066
H -6.392 6.727 4.553 0.079
H -5.104 -0.926 0.922 0.098
H 6.304 -2.576 9.424 0.138
O -1.388 -7.396 -0.896 -0.313
H 1.542 5.886 -6.768 0.097
O -4.782 -5.965 -2.234 -0.201
C -1.381 -0.972 -8.697 -0.041
H 6.501 -0.457 -0.159 0.098
F -1.433 1.848 -0.567 0.059
F 0.964 -4.714 5.208 0.072
H -10.127 0.273 5.358 0.108
H -4.192 -2.248 7.570 0.094
H 14.146 -2.574 -1.269 0.142
C -6.578 3.014 -4.370 -0.077
H 3.198 4.960 -2.967 0.083
O -5.105 6.409 3.054 -0.208
H 2.641 8.651 4.657 0.132
H -5.486 2.529 4.258 0.107
H -6.489 7.969 3.379 0.096
O -0.539 -2.030 -9.187 -0.210
H 6.673 0.302 5.300 0.129
O 1.949 6.126 -3.998 -0.188
C -7.116 -1.557 2.659 -0.009
O -7.179 5.290 -4.184 -0.201
H 6.720 -5.789 8.965 0.077
C 3.855 0.794 4.452 -0.104
H -4.649 -3.966 -2.332 0.081
C -4.944 -1.798 1.556 -0.146
O 1.242 4.104 -6.973 -0.297
C 0.563 -3.155 -10.871 -0.065
H 1.438 -2.577 -10.636 0.136
H -4.594 -0.177 6.880 0.125
H 9.846 0.265 0.968 0.119
C 5.982 -1.203 6.583 -0.070
C 1.878 -5.114 -9.778 -0.067
H -3.915 -2.660 3.747 0.131
H -4.153 -0.531 -2.799 0.056
C -3.737 -11.215 -1.623 -0.245
H -3.644 4.884 3.053 0.141
C -4.211 5.308 1.148 -0.045
H -7.342 -0.938 1.802 0.076
H -3.959 -3.776 2.540 0.170
H -2.392 -5.424 2.914 0.100
F -7.056 2.213 -1.322 0.095
C -0.617 -2.228 -10.577 -0.200
H -0.947 -5.186 3.750 0.128
O -1.946 -6.066 -2.835 -0.293
H 12.913 -0.683 -2.540 0.137
O 2.200 -1.340 6.259 -0.311
C 2.493 -2.605 -1.250 -0.094
O 1.169 -5.166 -7.452 -0.221
H -5.149 -7.179 -3.894 0.141
H 0.744 -6.774 -8.791 0.148
O 8.582 -0.195 -0.509 -0.191
N -5.157 3.199 -3.944 0.060
H 2.178 -5.565 -10.723 0.149
H 2.018 -1.397 -2.912 0.145
H 0.177 5.645 0.880 0.093
H -2.855 -2.006 1.059 0.150
H 3.841 10.784 3.860 0.137
H -1.588 -2.390 -2.963 0.082
H 2.663 13.177 5.225 0.113
H -7.518 -2.539 2.548 0.095
H 3.978 6.492 -4.299 0.159
H 3.848 6.302 5.319 0.142
C 12.481 -4.203 0.266 -0.084
O -4.909 -11.240 -0.852 -0.197
H 3.820 -1.560 6.485 0.117
H -1.755 -2.776 4.120 0.101
C 0.977 -6.962 1.741 -0.061
H 0.379 -6.393 2.523 0.085
O 3.232 7.077 -8.808 -0.218
C -4.584 -0.728 -3.768 -0.091
H -1.494 -3.109 2.453 0.126
H 4.400 8.881 6.960 0.201
C 4.303 7.387 -9.778 -0.048
O -3.715 -1.554 5.701 -0.201
S -1.174 -6.151 -1.628 0.493
C 5.697 -3.291 8.812 -0.240
C -9.480 1.156 5.555 -0.078
H 0.971 12.670 5.011 0.090
H -5.880 6.714 1.182 0.137
H 7.743 -5.496 7.638 0.092
C -2.031 -4.862 3.732 -0.257
H 3.470 -2.937 -1.615 0.137
H -3.064 -11.953 -1.207 0.129
H -5.001 2.726 -3.032 0.150
C 3.031 6.288 -4.909 -0.203
H 6.387 5.815 5.678 0.075
H 2.501 9.018 -8.300 0.131
H 0.963 -3.321 -0.062 0.159
H 1.761 8.243 -9.707 0.126
H 4.986 6.476 -9.703 0.113
H -5.036 4.143 -3.716 0.141
H -5.547 -1.202 -3.475 0.110
C -2.744 -6.304 5.384 -0.040
H -0.640 -1.160 -3.752 0.082
O -2.851 -5.010 4.804 -0.179
N -3.569 -8.766 -2.299 0.077
F 1.975 2.108 -5.213 0.155
N 1.884 -3.667 -0.379 0.069
C 0.810 1.901 -5.733 -0.679
H 4.732 -2.790 6.147 0.139
C 2.183 8.072 -8.743 -0.185
H 1.086 4.177 1.430 0.069
H -2.460 -2.215 7.192 0.092
H -1.461 3.867 3.813 0.127
C -7.275 1.938 5.340 -0.196
H 2.849 7.452 8.023 0.151
C -3.441 -2.420 6.814 -0.041
H -3.065 -0.971 2.391 0.140
H 5.525 -0.767 4.486 0.110
C 3.526 9.119 5.087 -0.059
H -3.731 -11.415 -2.747 0.160
H -5.085 -13.336 -0.736 0.117
F -2.868 -5.357 0.343 0.086
H -7.890 7.104 -3.698 0.099
H -7.670 2.928 5.329 0.129
O -4.331 0.531 -0.759 -0.291
H -6.860 1.703 6.313 0.136
N 1.425 6.889 -6.597 0.063
H -4.903 4.412 1.247 0.130
C -3.515 -1.876 1.935 -0.095
C 10.852 0.688 -0.945 -0.065
H -5.907 -0.040 5.154 0.146
H -2.568 5.867 2.416 0.167
F -0.084 1.339 -4.829 0.072
O -4.873 0.480 -4.424 -0.183
H 2.107 3.987 -3.872 0.080
N 4.746 -2.040 6.799 0.033
O 0.198 -5.661 -1.753 -0.303
C -6.219 1.760 4.257 -0.072
S 0.411 0.708 1.092 0.433
C 2.151 4.946 -3.285 -0.130
H 4.111 -1.816 8.769 0.152
O -8.203 0.961 5.003 -0.212
C -0.998 3.841 2.836 -0.229
H -0.518 -1.374 -11.233 0.140
O -0.734 0.539 1.988 -0.335
F -7.070 2.700 0.752 0.131
H -10.001 2.037 5.097 0.110
C 1.672 -2.372 -2.522 -0.164
H 1.579 -6.594 -5.961 0.100
C 0.692 5.153 1.733 -0.033
H -2.919 -8.013 -2.021 0.091
H 0.535 -3.531 -11.877 0.139
F 2.830 -4.384 6.281 0.104
C -0.554 -2.125 -3.235 -0.124
F 0.918 -3.811 7.273 0.147
H -4.286 7.441 1.561 0.126
H 0.322 -3.923 -8.974 0.155
H -3.608 -6.489 5.976 0.089
C 1.575 -6.026 -8.594 -0.159
H -5.284 -2.777 1.184 0.150
H -9.383 1.291 6.655 0.106
C -4.054 2.802 -4.880 -0.030
F -0.864 -4.534 0.360 0.104
F -2.344 -3.840 -1.119 0.117
H -6.693 1.710 3.275 0.131
H -6.624 7.125 -4.936 0.097
H 3.609 -0.213 4.098 0.070
H 6.050 4.976 7.097 0.078
H 1.661 -4.552 -0.855 0.133
H 11.725 -4.778 -0.249 0.090
N -3.131 5.048 2.212 0.077
C 0.776 -5.927 -6.306 -0.079
H -6.602 2.091 -4.952 0.138
H -7.228 6.337 3.115 0.101
H 3.173 5.333 -5.435 0.133
H 12.569 -3.045 -2.091 0.145
S 0.153 3.491 -6.278 0.445
O 4.627 0.612 5.606 -0.201
H -0.121 -6.518 -6.552 0.096
C -0.411 0.913 -0.606 -0.644
H -3.112 -9.418 -0.381 0.143
C -3.745 1.268 -4.581 -0.203
H -2.664 2.975 1.904 0.108
H -2.414 -1.275 -8.791 0.091
H -4.126 -4.783 -3.807 0.085
H -7.580 -1.051 3.505 0.084
H -1.770 -6.379 5.908 0.111
H 1.893 -3.178 -3.179 0.114
H 3.990 7.630 -10.801 0.095
H 3.387 5.522 6.741 0.136
H 6.168 -0.611 7.491 0.146
H 1.423 4.889 -2.462 0.100
H -7.992 3.960 -5.552 0.139
H -8.305 6.610 -5.379 0.111
C 1.081 7.520 -7.862 -0.107
C 2.632 7.370 -5.850 -0.084
C 13.065 -2.453 -1.284 -0.164
C 2.794 -3.943 0.774 -0.088
S -4.772 1.710 -0.062 0.451
H 2.497 -6.590 -8.343 0.141
H 4.463 1.277 3.697 0.082
O 2.247 11.135 5.045 -0.207
C 6.239 5.951 6.723 -0.002
H 5.218 -3.940 9.644 0.160
H -1.268 -0.086 -9.314 0.097
H 7.171 1.086 0.378 0.095
H -0.435 2.894 2.655 0.113
H -5.636 -9.137 -2.333 0.121
H 2.660 -4.432 -9.534 0.128
H 7.108 6.431 7.201 0.112
O 5.060 6.796 6.970 -0.184
H 1.444 -4.508 2.300 0.113
H -3.193 3.439 -4.715 0.130
H 3.080 -2.979 1.242 0.145
F 1.035 1.095 -6.778 0.124
C -4.917 6.581 1.688 -0.211
H -4.454 2.896 -5.891 0.132
H 2.606 -1.687 -0.693 0.109
O -0.153 4.100 -4.992 -0.327
H -2.949 0.084 6.736 0.122
O 2.380 -2.551 4.177 -0.299
N 0.587 -4.320 -9.902 0.045
H -5.840 -12.593 -2.229 0.106
C 5.756 -0.276 5.411 -0.178
H -3.470 -8.909 -3.302 0.177
H -6.515 -6.960 -2.821 0.151
H -6.251 4.473 -5.972 0.149
H 0.499 -5.250 -5.521 0.071
H 10.479 1.077 -1.913 0.149
H 1.980 12.607 3.625 0.064
H 6.820 -1.927 6.529 0.144
H -4.040 -1.376 -4.423 0.085
C 7.407 -0.008 0.303 -0.085
C -5.403 -7.072 -2.819 -0.229
H -5.127 -8.036 -1.026 0.146
S 1.557 -2.281 5.327 0.493
N -3.451 -2.983 2.915 0.082
C 3.849 6.465 6.433 -0.276
H 11.085 -1.303 -0.424 0.168
H 3.002 -5.309 2.363 0.135
H 1.662 -7.643 2.203 0.089
H -2.773 -7.042 4.571 0.098
C -7.014 4.260 -5.168 -0.153
H 11.595 1.344 -0.538 0.134
H -2.022 -9.989 -1.673 0.136
H -2.933 0.898 -5.278 0.139
H 10.822 -1.045 -2.101 0.205
O -1.033 3.195 -7.052 -0.308
C -5.021 -8.318 -2.070 -0.068
H 7.890 -4.566 9.207 0.107
H -6.554 -12.293 -0.522 0.094
H 7.634 -0.284 1.360 0.096
H 12.295 -4.409 1.320 0.098
C 1.578 -3.864 6.110 -0.619
H -3.165 1.222 -3.609 0.132
O 0.296 -2.245 -2.154 -0.190
O -5.660 -1.506 2.792 -0.248
C -1.850 -4.908 -0.471 -0.594
C -4.057 0.753 5.047 -0.076
C 12.752 -0.948 -1.508 -0.081
O 0.126 -2.011 5.238 -0.289
H -4.042 1.780 5.357 0.130
C 9.602 0.642 0.000 -0.217
O -4.430 2.991 -0.642 -0.315
H -3.493 -3.458 6.383 0.100
H 2.360 8.280 -5.372 0.136
H 0.658 6.936 -5.901 0.189
F -7.302 0.622 0.201 0.114
C -3.780 -0.210 6.181 -0.183
H 3.726 -3.386 7.975 0.108
C 3.531 10.666 4.908 -0.238
C 7.216 -5.008 8.450 -0.052
H -5.853 -4.714 -3.394 0.085
O -4.547 1.645 1.368 -0.327
```

Computed properties:
HOMO energy, eV: -17.0
F_max, hartree/bohr: 0.073
E_LUMO, eV: -7.81
Orbital gap, hartree: 0.338
Calculated total energy, eV: -263504.7563
Total charge: +6